Record 1
Molecular formula: C3H9NO
Method: DFT, the ωB97M-V functional and the def2-TZVPD basis

ORCA input file:
```
! RIJCOSX wB97M-V def2-TZVPD def2/J DEFGRID3
* xyz 0 1
C -2.0056 -2.1339 -1.8072
N -0.8811 -1.9135 -1.0739
H -2.4916 -3.0551 -1.8179
H -2.4660 -1.4530 -2.5967
H -0.5475 -2.7963 -0.7011
C 1.7638 0.6627 1.0717
C 0.5782 1.3716 0.4616
O 0.3484 2.5874 1.0815
H 1.4497 0.5939 2.0982
H 2.5943 1.3364 1.1802
H 2.0182 -0.2509 0.4008
H 0.7023 1.5497 -0.5869
H -0.4974 0.8590 0.6736
H -0.5657 2.6420 1.6161
*
```

## Properties
SMILES string: C=N.CCO
HOMO energy: -9.84 eV
HOMO-LUMO gap: 10.7 eV
LUMO energy: 0.8 eV


Record 2
Molecular formula: C20H17N5O5
Method: DFT, the ωB97M-V functional and the def2-TZVPD basis

ORCA input file:
```
! RIJCOSX wB97M-V def2-TZVPD def2/J DEFGRID3
* xyz 0 1
C -0.4648 2.6815 -0.7371
N -0.6406 1.2632 -1.0541
C -1.5525 0.5047 -0.2734
O -2.0392 0.9588 0.7441
C -1.8650 -0.8488 -0.6937
C -2.3798 -1.9354 -0.0774
C -2.7364 -2.1591 1.3707
C -1.6162 -3.0166 1.9875
C -0.1786 -2.4746 2.0114
O 0.7464 -3.2062 1.8042
N -0.0054 -1.1335 2.2731
C 1.1672 -0.3512 2.0922
C 2.1475 -0.6696 1.1825
C 3.2881 0.0775 1.0192
C 3.4431 1.2665 1.7029
C 2.3901 1.7026 2.5466
C 1.2252 0.9018 2.8266
C 0.1590 1.3913 3.7609
O -0.8284 0.7040 4.0303
O 0.3242 2.6196 4.2955
N -2.4311 -2.9953 -0.9718
N -1.8708 -2.6393 -2.0604
N -1.4879 -1.3290 -1.8972
C -0.6714 -0.5569 -2.7481
C -0.2842 -1.0593 -3.9740
C 0.4494 -0.2433 -4.8534
C 0.8119 1.0365 -4.4751
O 1.4248 1.8134 -5.4032
C 0.4983 1.5073 -3.2176
C -0.2650 0.7453 -2.3329
H -1.1826 3.3728 -1.2336
H -0.5339 2.9161 0.3862
H 0.5699 2.9716 -0.9333
H -2.8267 -1.1975 1.9557
H -3.6989 -2.6707 1.4107
H -1.9164 -3.2225 2.9911
H -1.5769 -3.9838 1.4606
H -0.7558 -0.6775 2.7759
H 2.0716 -1.5467 0.5650
H 3.9839 -0.2563 0.2381
H 4.2838 1.9705 1.6129
H 2.4857 2.6672 3.0539
H -0.4513 2.6842 4.8782
H -0.6336 -2.0690 -4.2959
H 0.7150 -0.5787 -5.8467
H 1.8947 2.5535 -4.9590
H 0.8137 2.5111 -2.9382
*
```

## Properties
SMILES string: Cn1c(=O)c2c(CCC(=O)Nc3ccccc3C(=O)O)nnn2c2ccc(O)cc21
HOMO energy: -8.42 eV
HOMO-LUMO gap: 8.5 eV
LUMO energy: 0.0 eV


Record 3
Molecular formula: C16H13AsCoN2O10S
Method: DFT, the ωB97M-V functional and the def2-TZVPD basis

ORCA input file:
```
! RIJCOSX wB97M-V def2-TZVPD def2/J DEFGRID3
* xyz -2 2
Co -0.8599 -0.2917 -0.1199
O -1.4689 -3.1566 2.6614
As -0.5221 -3.1273 1.1776
O -0.2814 -4.6794 0.7329
O -1.2844 -2.1580 0.0348
C 1.2022 -2.3147 1.6298
C 2.2914 -3.0366 1.1580
C 3.5787 -2.5268 1.2521
C 3.7899 -1.2796 1.8134
C 2.7149 -0.5527 2.3015
C 1.4354 -1.0708 2.2186
S 0.1038 -0.1047 2.9028
O -0.3288 -0.8032 4.1079
O 0.6038 1.2348 3.1252
O -0.9678 -0.1766 1.8840
H -1.3222 -2.3413 3.1738
H 2.1012 -3.9962 0.6926
H 4.4122 -3.0941 0.8550
H 4.7872 -0.8577 1.8538
H 2.8468 0.4343 2.7243
O 2.2299 -0.7180 -2.8087
C 1.2372 -0.5285 -2.0963
O 1.1239 -0.5839 -0.8466
C -0.0731 -0.2118 -2.8343
C -0.0898 0.1407 -4.1777
C -1.2991 0.4436 -4.7734
C -2.4639 0.3624 -4.0190
C -2.3665 -0.0045 -2.6896
N -1.1948 -0.2764 -2.1182
H 0.8544 0.1680 -4.7024
H -1.3409 0.7452 -5.8141
H -3.4317 0.5915 -4.4455
H -3.2319 -0.0665 -2.0415
O -3.1110 1.4588 0.1001
C -2.0806 2.0985 0.2898
C -2.0212 3.4219 1.0453
C -0.5542 3.8089 0.9568
C 0.0805 2.6854 0.1279
O 1.2376 2.7067 -0.2413
N -0.8508 1.7154 -0.1389
H -2.3585 3.2248 2.0638
H -2.7075 4.1404 0.5939
H -0.0518 3.8107 1.9238
H -0.3685 4.7656 0.4662
*
```

## Properties
expectation value of S²: 0.82
HOMO energy (spin up / spin down): -2.84 / -3.00 eV
HOMO-LUMO gap (spin up / spin down): 7.6 / 7.8 eV
LUMO energy (spin up / spin down): 4.8 / 4.8 eV


| no. | total energy (a.u.) |
| --- | --- |
| 1 | -249.59172 |
| 2 | -1422.36330 |
| 3 | -5496.38787 |